# 1
C9H14ClLuN2O2P as an isolated structure, computed with ωB97M-V with the def2-TZVPD basis set.

- net charge = +3
- DFT total energy (a.u.) = -2646.9561
- spin multiplicity = 1

Last column: Löwdin charge in e.
Geometry (Å):
N -2.69 -1.23 1.08  -0.008
C -0.30 0.45 -0.94  -0.434
H 1.72 0.42 3.48  0.097
H -0.19 -0.68 2.63  0.128
H 0.23 -1.53 -0.12  0.132
H 0.94 1.99 3.38  0.104
C -0.32 0.40 2.74  -0.215
C 2.62 -1.32 -1.39  -0.065
H 0.48 0.90 4.69  0.100
P -1.37 1.07 -2.37  0.760
H -1.55 -0.02 -3.25  0.035
C -2.03 -0.31 0.78  -0.076
C 0.03 -1.06 -1.08  -0.204
C 0.88 1.29 -0.89  -0.222
O -0.76 2.24 -3.03  -0.274
H 2.52 -1.40 -0.31  0.091
H 3.23 -2.16 -1.72  0.100
Lu -4.81 -1.06 0.87  2.223
C -1.08 0.77 0.44  -0.304
H -1.71 1.67 0.26  0.169
C 0.78 0.94 3.65  -0.015
O -0.18 1.05 1.46  -0.060
H -1.29 0.64 3.19  0.125
C 1.20 -1.41 -2.01  -0.662
H 1.07 -2.45 -2.31  0.123
N 1.90 1.82 -0.82  0.308
H 3.11 -0.38 -1.63  0.073
H -2.62 1.42 -1.78  0.028
H -0.87 -1.54 -1.51  0.110
Cl 1.08 -0.49 -3.53  0.834

# 2
A 3-piece molecular cluster, C13H21N5O3S overall, computed with ωB97M-V with the def2-TZVPD basis set.

- DFT total energy (a.u.) = -1405.5779
- spin multiplicity = 1

Last column: Löwdin charge in e.
Geometry (Å):
O -0.19 -3.49 0.13  0.009
S -4.84 4.35 1.47  0.753
N -5.35 2.54 3.49  0.112
H 3.18 0.21 -4.88  0.084
C -4.47 1.22 5.28  -0.168
H 6.86 -1.36 -2.33  0.084
C -3.07 0.91 1.76  -0.208
O 2.79 -1.70 -3.30  0.010
H 1.50 -2.52 -2.29  0.035
H -0.14 -0.95 -2.85  0.070
H 6.90 -2.50 -3.69  0.084
H -0.28 3.39 3.70  0.098
H -2.69 3.46 3.34  0.107
C 4.14 -0.17 -4.55  -0.006
H -1.21 -1.35 -0.06  0.115
H -4.71 -0.06 2.84  0.143
H 4.67 0.64 -4.04  0.086
H 4.77 -2.68 -2.44  0.146
H 6.53 -0.78 -3.97  0.073
H -3.13 -0.05 3.62  0.134
H -3.00 3.19 5.14  0.146
H -0.29 0.32 -1.62  0.077
C 0.68 -3.22 -2.09  -0.021
N -2.70 1.09 0.72  0.191
C -3.82 0.57 3.01  -0.072
H -1.75 -0.43 -2.29  0.078
H 0.02 -3.28 -2.96  0.088
H 4.71 -0.50 -5.42  0.086
C -5.23 3.21 2.50  -0.737
N -4.74 0.90 6.32  0.188
H 1.10 -4.21 -1.91  0.083
C -0.71 -0.61 -1.99  -0.085
N 5.00 -1.92 -3.06  0.012
H -1.02 2.53 2.33  0.074
C 3.91 -1.31 -3.60  -0.521
H 0.15 1.67 3.38  0.101
C -0.68 2.41 3.37  -0.103
O -1.69 1.91 4.25  -0.188
C 6.40 -1.61 -3.29  -0.073
N -0.71 -1.58 -0.91  0.002
C -4.13 1.82 3.91  -0.389
C -0.10 -2.79 -0.87  -0.553
C -2.88 2.72 4.14  -0.147

no.,Kohn-Sham gap (eV),highest occupied orbital energy (eV)
1,2.27,-18.841
2,8.43,-8.798